--- 1 ---
{"formula": "C7H9N", "method": "ωB97M-V/def2-TZVPD", "smiles": "c1ccncc1.C=C", "e_homo_ev": -9.17, "species": ["N", "C", "C", "C", "C", "C", "C", "C", "H", "H", "H", "H", "H", "H", "H", "H", "H"], "coordinates": [[-0.12790, 0.01635, -0.33212], [2.04337, -1.14165, -0.05494], [0.47009, 1.11003, -0.16896], [1.80636, 1.22375, 0.08736], [0.68276, -1.13450, -0.44233], [-2.79160, 0.29209, -0.44922], [-2.53726, -0.38037, 0.68712], [2.56565, 0.04286, 0.16456], [3.57921, -0.00529, 0.54823], [-0.09757, 2.05950, -0.12933], [-1.51405, -0.40992, 1.26321], [0.10022, -1.91625, -0.66016], [2.65114, -2.05912, -0.15946], [-3.25704, -0.93899, 1.18537], [-2.07975, 0.75147, -1.10382], [-3.79403, 0.20302, -0.75440], [2.30039, 2.28702, 0.31887]], "lowdin_charge": [0.00, -0.09, -0.24, -0.06, -0.03, -0.07, -0.08, -0.13, 0.11, 0.12, 0.08, 0.06, 0.12, 0.01, 0.03, 0.02, 0.15]}

---

--- 2 ---
{"formula": "C7H9N", "method": "ωB97M-V/def2-TZVPD", "smiles": "c1ccn(C2CC2)c1", "e_homo_ev": -8.20, "species": ["N", "C", "C", "C", "C", "C", "C", "C", "H", "H", "H", "H", "H", "H", "H", "H", "H"], "coordinates": [[0.28239, 0.21016, -0.07451], [2.28739, -0.85469, -0.04154], [-2.00835, -0.20425, 0.72027], [-1.09460, 0.66125, 0.02182], [2.48561, 0.51483, -0.09559], [-2.12306, -0.13869, -0.77063], [1.32376, 1.18302, 0.03147], [0.93394, -1.00344, -0.06794], [0.32295, -1.89344, -0.02736], [-1.71160, -0.98314, -1.30650], [3.46780, 0.93912, -0.01008], [-1.46523, -1.14374, 0.92602], [1.09901, 2.16614, 0.05479], [-1.07964, 1.71546, 0.11918], [3.04072, -1.60696, 0.26386], [-2.81581, 0.01839, 1.52365], [-2.94529, 0.41999, -1.26690]], "lowdin_charge": [-0.05, -0.11, -0.13, -0.27, -0.14, -0.08, -0.06, -0.12, 0.11, 0.10, 0.09, 0.10, 0.07, 0.13, 0.11, 0.14, 0.11]}

---

Stability summary - winner: 2; margin: 74.1 kJ/mol.

---

--- 1 ---
{"formula": "C7H9N", "method": "ωB97M-V/def2-TZVPD", "smiles": "c1cc2n(c1)CCC2", "e_homo_ev": -7.67, "species": ["N", "C", "C", "C", "C", "C", "C", "C", "H", "H", "H", "H", "H", "H", "H", "H", "H"], "coordinates": [[0.68717, -0.21674, 0.46826], [0.22582, -2.22938, -0.61470], [0.01247, 2.19023, 0.28752], [0.75560, 1.09873, 1.19738], [-1.21886, 1.27863, -0.43490], [-0.54424, 0.00650, -0.45140], [1.04876, -1.49583, 0.24539], [-0.88716, -1.35275, -0.89130], [-0.05013, 1.06208, 2.07356], [0.71692, 2.32281, -0.68900], [2.06090, -1.77368, 0.62353], [-2.07312, -1.64357, -1.11719], [1.93566, 1.24013, 1.42850], [0.45829, -3.32523, -1.06033], [-2.08575, 1.54016, 0.30096], [-0.45571, 3.25531, 0.54359], [-1.67164, 1.86236, -1.40941]], "lowdin_charge": [-0.06, -0.14, -0.17, -0.15, -0.19, -0.24, -0.18, -0.08, 0.14, 0.13, 0.12, 0.15, 0.15, 0.14, 0.11, 0.13, 0.15]}

---

--- 2 ---
{"formula": "C7H9N", "method": "ωB97M-V/def2-TZVPD", "smiles": "CNc1ccccc1", "e_homo_ev": -7.89, "species": ["N", "C", "C", "C", "C", "C", "C", "C", "H", "H", "H", "H", "H", "H", "H", "H", "H"], "coordinates": [[-0.68256, 0.82429, -1.52620], [-1.86531, 0.16215, -2.20471], [1.00977, 0.96487, 0.20311], [1.62917, 0.49068, 1.24036], [-0.56794, -0.82851, 0.26926], [-0.07509, 0.26307, -0.35678], [0.01939, -1.29007, 1.38622], [1.11168, -0.64616, 1.87301], [-0.22901, -2.29448, 1.90278], [-2.06096, 0.78169, -3.02879], [-2.67716, 0.35361, -1.36109], [1.52691, -1.14196, 2.73077], [-1.39535, -1.26799, -0.11985], [2.40719, 0.93475, 1.59211], [-1.66184, -0.69826, -2.56763], [-0.02512, 1.11572, -2.39385], [1.32313, 1.75067, -0.53384]], "lowdin_charge": [-0.07, -0.08, -0.05, -0.09, -0.07, -0.28, -0.11, -0.09, 0.14, 0.05, 0.14, 0.10, 0.07, 0.05, 0.00, 0.17, 0.13]}

---

--- 3 ---
{"formula": "C7H9N", "method": "ωB97M-V/def2-TZVPD", "smiles": "C1=C[C@@H]2NC[C@@H]2C=C1", "e_homo_ev": -8.24, "species": ["N", "C", "C", "C", "C", "C", "C", "C", "H", "H", "H", "H", "H", "H", "H", "H", "H"], "coordinates": [[-1.34859, -1.48497, -0.69514], [0.06817, 1.67529, -0.04490], [0.54731, -0.96832, 0.90588], [1.34464, 1.35663, 0.25100], [-0.60206, -0.30300, -1.36041], [-0.92287, -0.82619, 0.65442], [-1.05289, 0.53259, -0.15676], [1.45166, 0.06689, 0.82552], [-2.13119, 0.92200, -0.00961], [-0.90773, -2.26884, -0.91045], [2.36213, -0.02545, 1.51656], [-1.43846, -0.99136, 1.53997], [2.35883, 1.93406, 0.37765], [-0.09060, 2.67824, -0.32870], [0.98022, -1.89215, 1.45426], [-1.02915, -0.12896, -2.38281], [0.41059, -0.27645, -1.63649]], "lowdin_charge": [0.05, -0.02, -0.08, -0.14, -0.17, -0.23, -0.18, -0.16, 0.16, 0.02, 0.12, 0.11, 0.14, 0.08, 0.12, 0.11, 0.09]}

---

Stability summary - winner: 2; margin: 204.6 kJ/mol.

---

--- 1 ---
{"formula": "C3H3BrS", "method": "ωB97M-V/def2-TZVPD", "smiles": "BrCC1=CS1", "e_homo_ev": -8.24, "species": ["Br", "S", "C", "C", "C", "H", "H", "H"], "coordinates": [[-2.46985, 0.04241, -0.01432], [2.34348, -0.00716, 0.01869], [-0.73452, -0.76815, -0.02428], [0.39134, 0.13042, -0.11997], [0.89892, 1.26659, -0.01802], [1.01079, 2.26126, -0.01868], [-0.69869, -1.69069, -0.77102], [-0.74147, -1.23467, 0.94760]], "lowdin_charge": [0.66, 0.63, -0.65, -0.59, -0.26, 0.03, 0.13, 0.05]}

---

--- 2 ---
{"formula": "C3H3BrS", "method": "ωB97M-V/def2-TZVPD", "smiles": "S=C/C=C/Br", "e_homo_ev": [-8.94, -8.52], "species": ["Br", "S", "C", "C", "C", "H", "H", "H"], "coordinates": [[-2.93756, 0.25718, 0.06251], [2.62970, 0.98362, -0.00924], [-1.34256, -0.48803, 0.11597], [0.16546, 0.45018, 0.22365], [1.36308, -0.12002, -0.17960], [-1.19543, -1.50812, 0.28473], [1.33431, -1.02418, -0.69769], [-0.01701, 1.44937, 0.19967]], "lowdin_charge": [0.77, 0.64, -0.63, -0.17, -0.66, -0.01, 0.04, 0.02]}

---

Stability summary - winner: 1; margin: 129.8 kJ/mol.

---

--- 1 ---
{"formula": "C18H21N3O3", "method": "ωB97M-V/def2-TZVPD", "smiles": "[H]/N=c1/n(CCO)c2ccccc2n1CCOc1ccc(OC)cc1", "e_homo_ev": -7.68, "species": ["O", "O", "O", "N", "N", "N", "C", "C", "C", "C", "C", "C", "C", "C", "C", "C", "C", "C", "C", "C", "C", "C", "C", "C", "H", "H", "H", "H", "H", "H", "H", "H", "H", "H", "H", "H", "H", "H", "H", "H", "H", "H", "H", "H", "H"], "coordinates": [[5.33271, 0.20766, -2.31486], [-4.72873, -0.41621, 1.94931], [-0.76887, 1.94697, -1.09527], [3.21207, 1.66551, -1.37522], [2.47791, -0.51440, -1.05529], [1.50946, 1.03597, 0.21758], [4.79164, -0.97990, -1.82157], [0.26283, -2.83195, 0.81289], [-2.27805, 2.00734, 0.83814], [1.23136, -2.49421, -0.12221], [-3.27045, 1.36910, 1.55547], [-0.33771, -1.86935, 1.60813], [-3.76674, 0.13189, 1.15177], [2.44680, 0.83277, -0.78671], [0.95117, -0.18330, 0.55730], [0.98401, 2.32316, 0.57946], [1.57208, -1.16089, -0.24218], [-1.75673, 1.41393, -0.30628], [3.28245, -1.10609, -2.09612], [0.00072, -0.52817, 1.49678], [0.10771, 2.90278, -0.55407], [-2.26695, 0.18898, -0.72130], [-5.25086, -1.67312, 1.59548], [-3.26102, -0.44903, -0.00629], [-1.86191, -0.26018, -1.61406], [3.10197, 2.62890, -1.09007], [0.73904, 3.18776, -1.40013], [-1.08281, -2.16194, 2.33182], [-4.47131, -2.44189, 1.57692], [4.96239, -1.07499, -0.73627], [3.06641, -0.60297, -3.04505], [5.32351, -1.79310, -2.32483], [-0.42065, 3.79542, -0.19575], [-0.47817, 0.20725, 2.12336], [0.39594, 2.19710, 1.48962], [1.69888, -3.25471, -0.72780], [-0.02158, -3.86729, 0.92378], [-5.75249, -1.64172, 0.62276], [2.99842, -2.15548, -2.17375], [-1.92383, 2.96746, 1.18154], [-5.97931, -1.91738, 2.36714], [-3.62261, -1.40154, -0.35823], [1.80422, 3.01889, 0.78715], [4.72343, 0.93220, -2.05102], [-3.67633, 1.81880, 2.44793]], "lowdin_charge": [-0.10, -0.09, -0.04, 0.15, 0.02, 0.04, -0.26, -0.10, -0.03, -0.01, 0.00, -0.10, -0.28, -0.36, -0.15, -0.09, -0.14, -0.29, -0.10, -0.02, -0.17, 0.00, -0.09, -0.02, 0.13, 0.06, 0.12, 0.10, 0.09, 0.12, 0.14, 0.11, 0.12, 0.11, 0.12, 0.10, 0.10, 0.10, 0.11, 0.11, 0.09, 0.11, 0.13, 0.03, 0.12]}

---

--- 2 ---
{"formula": "C18H21N3O3", "method": "ωB97M-V/def2-TZVPD", "smiles": "CCc1nc(N[C@H](C(=O)O)[C@H](C)CC)c2oc3ccccc3c2n1", "e_homo_ev": -8.76, "species": ["O", "O", "O", "N", "N", "N", "C", "C", "C", "C", "C", "C", "C", "C", "C", "C", "C", "C", "C", "C", "C", "C", "C", "C", "H", "H", "H", "H", "H", "H", "H", "H", "H", "H", "H", "H", "H", "H", "H", "H", "H", "H", "H", "H", "H"], "coordinates": [[-1.70122, 2.85794, -0.00976], [-3.53201, 2.94264, -1.22535], [1.09589, -1.65343, -1.80389], [-1.14598, 0.22397, -1.37029], [0.20528, 1.17776, 0.30353], [2.38435, 0.41056, 0.79654], [-2.58177, 2.32571, -0.81549], [4.12315, -3.69760, -2.02638], [3.07455, -1.56072, -0.63756], [-2.30515, -0.18398, 1.90067], [2.84329, -3.28622, -2.34768], [2.32956, -2.21150, -1.64214], [2.82772, 2.35651, 2.67579], [1.45672, 2.28710, 2.02033], [-2.45799, 0.84457, -1.24097], [4.87004, -3.06157, -1.03481], [4.36009, -1.99100, -0.33064], [-4.84529, 0.11530, -1.00312], [1.03946, -0.63206, -0.90016], [-3.44688, -0.02178, -0.39953], [1.36674, 1.21746, 0.97678], [-3.49729, 0.32041, 1.09614], [2.21444, -0.51806, -0.15255], [-0.00964, 0.26958, -0.64951], [2.84394, 3.14169, 3.42734], [4.55502, -4.53246, -2.55719], [-3.12306, -1.06595, -0.50082], [-3.60355, 1.39833, 1.22513], [-2.47774, -0.01355, 2.96084], [4.92681, -1.49022, 0.43759], [-5.15368, 1.15737, -0.98781], [2.26306, -3.77472, -3.11383], [-2.85377, 0.84547, -2.26457], [3.06720, 1.40806, 3.14754], [-2.16518, -1.25317, 1.74757], [-4.85994, -0.23289, -2.03379], [-1.15231, -0.54541, -2.02579], [-1.38946, 0.32927, 1.62545], [-0.92924, 2.23385, 0.22836], [1.20324, 3.24101, 1.55147], [3.59071, 2.56393, 1.93110], [5.86570, -3.41813, -0.81884], [-5.56377, -0.47150, -0.43618], [0.68684, 2.08913, 2.77144], [-4.39889, -0.14171, 1.50500]], "lowdin_charge": [0.11, 0.10, 0.11, 0.14, 0.13, 0.20, -0.53, -0.07, -0.08, -0.08, 0.01, -0.19, -0.11, -0.18, -0.16, -0.08, 0.00, -0.06, -0.10, -0.32, -0.32, -0.21, -0.13, -0.21, 0.07, 0.11, 0.14, 0.12, 0.07, 0.12, 0.08, 0.12, 0.15, 0.07, 0.08, 0.08, 0.15, 0.04, 0.05, 0.12, 0.07, 0.10, 0.08, 0.12, 0.11]}

---

--- 3 ---
{"formula": "C18H21N3O3", "method": "ωB97M-V/def2-TZVPD", "e_homo_ev": -8.59, "species": ["O", "O", "O", "N", "N", "N", "C", "C", "C", "C", "C", "C", "C", "C", "C", "C", "C", "C", "C", "C", "C", "C", "C", "C", "H", "H", "H", "H", "H", "H", "H", "H", "H", "H", "H", "H", "H", "H", "H", "H", "H", "H", "H", "H", "H"], "coordinates": [[3.68088, 0.08453, 2.06780], [2.43647, -1.57185, 2.55924], [0.66275, -0.03840, -2.32705], [3.08892, 1.77360, 0.45196], [-0.33857, -1.55472, -1.09305], [1.88868, 1.40701, 0.43353], [-0.37654, 2.02765, 0.01558], [0.80506, -0.87757, -1.56614], [-1.34774, -2.13692, 1.18256], [4.16533, 4.12102, 0.14500], [2.92318, 3.15100, 0.14189], [0.97153, 2.43517, -0.02967], [2.01269, -0.87085, -0.51011], [-4.99393, -1.52668, 0.56726], [-5.04184, -1.20681, -0.72162], [-1.51560, -1.60728, -1.94476], [1.91015, -0.04849, 0.67773], [-3.74399, -1.56617, -1.77533], [-2.57921, -1.85278, 0.27823], [2.70110, -0.59639, 1.84120], [-3.73893, -1.71572, 1.28213], [-2.74216, -1.70189, -1.03047], [1.69903, 3.64859, 0.00364], [-0.27370, -2.49295, 0.12482], [-1.02952, 3.01860, -0.09392], [5.20328, 3.64941, 0.30255], [4.43956, 4.52749, -0.94080], [3.96568, 0.92809, 1.65185], [-0.51311, -3.74684, -0.32229], [-0.53349, 1.27323, -0.59997], [-3.81244, -1.94997, 2.18635], [-5.87161, -1.39337, 0.92826], [4.12773, 5.07814, 0.76031], [2.82629, -0.37990, -1.30869], [-1.37435, -0.83414, -2.49811], [-1.41545, -2.86021, -2.36836], [-0.72454, 1.59925, 0.96842], [2.27305, -1.73169, -0.08907], [-5.94095, -1.14009, -1.39403], [-1.50050, -2.87443, 1.76793], [0.72764, -2.78423, 0.71069], [-3.97816, -1.15178, -2.66912], [-1.05284, -1.15987, 1.53177], [0.66772, -0.04388, 0.85660], [1.26246, 4.69310, -0.15472]], "lowdin_charge": [0.19, 0.09, 0.13, 0.07, -0.06, -0.07, -0.04, -0.45, -0.11, -0.07, -0.30, -0.20, -0.05, -0.12, 0.00, -0.06, -0.18, 0.05, -0.09, -0.57, 0.10, -0.32, 0.01, -0.12, 0.15, 0.07, 0.09, 0.12, 0.19, 0.01, 0.02, 0.03, 0.07, 0.20, 0.05, 0.21, 0.10, 0.05, 0.10, 0.05, 0.14, 0.08, 0.11, 0.19, 0.16]}

---

Stability summary - winner: 2; margin: 147.8 kJ/mol.